1.
ORCA calculation (the ωB97M-V functional and the def2-TZVPD basis) on 8 unconnected molecules or ions with the total composition C5H25NO8 at a distorted geometry.

XYZ file:
```
39
Properties=species:S:1:pos:R:3:forces:R:3:nbo_charge:R:1
N 1.217188 -1.213178 1.837994 0.3 -1.1 -0.5 -0.85
C 1.529797 0.195864 1.893586 -1.5 0.9 2.5 -0.22
C 0.271140 1.076199 2.313303 0.5 -2.2 0.7 -0.43
C -0.935943 1.118639 1.375906 -1.7 0.9 0.1 -0.41
C -0.785828 1.056972 -0.169868 -0.6 1.3 0.7 -0.49
C 0.275063 2.002621 -0.673592 0.2 -2.7 0.3 0.48
O 1.247832 1.527231 -1.230188 0.0 1.2 -0.3 -0.59
H 1.179435 -1.550413 0.884834 -0.4 0.2 -0.3 0.36
H 1.994054 -1.765417 2.182512 0.0 0.1 0.4 0.35
H 2.032903 0.579976 1.037602 0.2 0.4 -0.8 0.18
H 2.186740 0.357731 2.764235 0.1 -0.1 -0.4 0.18
H 0.667931 2.008354 2.662222 -0.2 0.8 -1.0 0.25
H -0.132384 0.761933 3.306457 0.3 -0.8 -0.7 0.21
H -1.394588 2.071426 1.704177 -0.3 -0.2 -0.6 0.21
H -1.757139 0.357447 1.529628 1.2 0.5 0.5 0.23
H -0.720831 0.005105 -0.423786 1.4 0.5 -0.1 0.19
H -1.719845 1.387980 -0.657297 0.0 0.1 0.5 0.22
H 0.157298 3.060068 -0.404855 0.1 0.2 -0.2 0.14
O 0.437787 -3.030981 -1.580839 -0.1 -0.1 0.7 -1.00
H -0.472548 -3.364749 -1.347149 1.1 0.0 -0.9 0.51
H 1.037658 -3.785202 -1.641106 -0.3 0.1 0.0 0.49
O -3.832583 -1.703047 0.725645 0.2 -0.3 0.0 -0.96
H -4.626157 -1.999430 0.270739 0.0 0.0 0.1 0.46
H -3.106159 -1.881349 0.094847 -0.5 0.5 0.3 0.48
O 0.044123 -0.578190 -2.772147 -0.3 -0.4 -0.1 -1.00
H 0.339806 -1.457609 -2.449294 0.1 0.4 -0.2 0.51
H 0.810594 -0.003055 -2.829674 0.1 -0.1 0.2 0.48
O 1.973130 3.226717 1.778628 -0.9 0.7 0.5 -0.98
H 2.223428 3.363743 0.862407 1.2 -0.1 0.2 0.50
H 2.710401 3.048881 2.366378 0.4 0.1 -0.7 0.48
O -2.321297 -1.319255 -1.437639 0.0 0.7 -0.2 -0.98
H -2.825688 -0.575797 -1.792471 -0.2 -0.2 0.1 0.49
H -1.460633 -0.897287 -1.284318 0.0 -0.5 -0.6 0.50
O 3.377546 3.010723 -0.622030 0.2 -0.5 -1.0 -0.98
H 2.750781 2.498687 -1.178727 -0.2 0.3 0.5 0.50
H 4.213293 2.695907 -0.986622 0.2 0.3 0.4 0.48
O -1.986099 -3.744561 -2.146534 -0.3 -1.0 0.1 -0.94
H -2.473722 -3.615105 -1.326880 -0.3 0.0 -0.2 0.47
H -2.126490 -2.927569 -2.636100 0.0 0.1 0.2 0.50
```
Positions in Å, forces in eV/Å.

## Properties
**Spin multiplicity**: 1
**Energy above the lowest of the compared OMol25 structures with the same formula, charge and spin**: 71.7 kcal per mole
**HOMO energy**: -9.0 eV
**DFT total energy**: -23459.470 eV
**HOMO-LUMO gap**: 9.41 eV
**SMILES string**: NCCCCC=O.O.O.O.O.O.O.O

=====

2.
ORCA calculation (the ωB97M-V functional and the def2-TZVPD basis) on 8 unconnected molecules or ions with the total composition C5H26N2O8 at a distorted geometry.

XYZ file:
```
41
Properties=species:S:1:pos:R:3:forces:R:3:nbo_charge:R:1
N 1.071876 3.349245 0.428417 -1.7 1.6 3.2 -0.82
C -0.293071 2.998881 0.267006 -3.4 -1.0 0.7 -0.21
C -0.599543 1.417319 0.264447 0.9 -0.6 -2.3 -0.28
N -1.335426 0.874023 1.383376 -1.9 3.4 3.5 -0.66
C -1.116330 -0.646410 3.516004 -0.6 -1.6 1.8 -0.84
C -0.748781 -0.220560 2.121702 3.1 0.7 -0.1 -0.20
C 0.837789 0.125286 2.294983 -2.7 -1.1 -1.1 0.26
O 1.658237 -0.745952 2.099411 1.4 -0.8 0.1 -0.65
H 1.441271 3.026249 -0.360294 3.1 -1.7 -3.8 0.37
H 1.383136 2.809444 1.235004 0.5 0.2 -0.4 0.35
H -0.740742 3.308276 1.277029 -0.4 0.2 -1.7 0.17
H -0.821795 3.418166 -0.717773 1.3 -0.3 2.5 0.19
H -1.142009 1.049042 -0.643954 -0.1 1.0 0.2 0.17
H 0.372943 0.894701 0.014764 -0.5 0.4 1.2 0.20
H -1.537867 1.688481 2.100274 0.5 -1.9 -1.8 0.34
H -1.771562 -0.012176 4.028018 -0.1 2.3 1.1 0.21
H -1.720582 -1.531641 3.947061 0.2 -0.2 -2.3 0.18
H -0.172712 -0.887957 4.019826 -0.4 0.8 0.4 0.23
H -0.933769 -1.049580 1.505603 0.8 -1.5 -1.1 0.19
H 1.094283 1.173775 2.469363 -0.1 0.4 0.1 0.09
H -2.142431 -1.989019 -0.091392 -1.4 0.8 1.0 0.50
H -2.178521 -2.659247 -1.506774 0.1 0.3 0.8 0.46
O -1.636529 -2.478970 -0.716737 1.4 -1.5 -1.9 -1.03
H 3.047057 -2.609192 -0.177332 3.0 3.9 3.1 0.46
H 2.090599 -3.657374 -0.021252 -1.2 -1.0 1.1 0.47
O 2.591116 -3.192680 -0.655149 -1.6 -2.9 -3.9 -0.96
H 2.783429 0.333263 -1.652026 -1.4 -3.4 -0.8 0.47
H 3.091502 1.661138 -2.390047 -0.5 0.2 -1.4 0.48
O 3.093486 1.177009 -1.592710 2.2 2.9 2.5 -0.95
H -3.865609 -1.462588 1.475231 -0.1 1.0 0.2 0.47
H -3.231917 -0.277271 0.505044 -0.1 3.1 0.5 0.51
O -3.345775 -1.156661 0.729216 -0.1 -3.9 -0.4 -1.07
H -1.995534 -1.662896 -3.642120 0.9 1.9 -0.1 0.45
H -0.857805 -0.878618 -2.991251 0.7 -0.1 0.4 0.50
O -1.535088 -0.763265 -3.655991 -1.5 -1.8 -0.4 -0.97
H 1.520931 -1.953968 -1.577014 2.0 -1.0 0.4 0.48
H 0.090910 -2.008025 -1.202221 -0.3 0.3 -0.2 0.50
O 0.711048 -1.571954 -1.820863 -2.0 1.1 -0.4 -1.03
H 0.042499 2.503028 -2.768989 -2.9 1.2 -1.4 0.46
H 0.558380 1.239273 -2.071618 1.3 3.4 -1.2 0.50
O 0.833553 2.223066 -2.415996 1.4 -4.6 2.2 -0.96
```
Positions in Å, forces in eV/Å.

## Properties
**Net charge**: -1
**Spin multiplicity**: 2
**Energy above the lowest of the compared OMol25 structures with the same formula, charge and spin**: 138.4 kcal per mole
**HOMO energy (spin up / spin down)**: 0.5 / -5.1 eV
**DFT total energy**: -24962.522 eV
**HOMO-LUMO gap (spin up / spin down)**: 2.37 / 7.89 eV

=====

3.
ORCA calculation (the ωB97M-V functional and the def2-TZVPD basis) on 8 unconnected molecules or ions with the total composition C5H26NO8 at a distorted geometry.

XYZ file:
```
40
Properties=species:S:1:pos:R:3:forces:R:3:nbo_charge:R:1
C -0.322639 1.459507 -2.057897 0.4 -1.3 -0.8 -0.20
N -0.432873 0.450145 -1.047362 0.0 0.6 0.5 -0.69
C -1.688159 0.047844 -0.466912 -0.3 -1.4 0.5 -0.21
C -1.690187 0.282839 1.051287 1.1 0.4 -0.1 -0.42
C -0.489752 -0.384975 1.818121 -0.8 -0.8 -1.4 -0.06
O -0.159934 -1.657935 1.355239 0.4 0.8 0.1 -0.95
C -0.408598 1.004878 -3.527905 0.7 0.9 -0.3 -0.62
H -1.079988 2.202926 -1.910148 -0.2 0.8 0.3 0.18
H 0.695980 1.855586 -2.003941 -0.2 0.5 0.3 0.18
H 0.318386 -0.217302 -0.981794 -0.2 -0.1 -0.3 0.41
H -2.521645 0.567281 -0.943029 0.0 0.2 0.0 0.18
H -1.887144 -1.023061 -0.606693 0.2 0.0 -0.4 0.18
H -1.398489 1.333131 1.030312 -0.7 0.1 1.0 0.15
H -2.617426 0.079588 1.581277 -0.3 0.1 -0.3 0.20
H 0.298814 0.343867 1.620660 0.6 0.0 0.5 0.11
H -0.727931 -0.484857 2.879293 0.0 0.7 0.2 0.16
H -1.397879 0.784137 -3.925657 0.0 -0.6 0.3 0.20
H -0.055103 1.861124 -4.119666 -0.2 0.1 0.0 0.19
H 0.371241 0.266251 -3.721566 -0.5 -0.5 0.0 0.21
H 1.817433 0.911486 3.795537 -0.1 0.1 0.3 0.46
H 1.703574 -0.371974 3.077885 -0.2 -0.4 0.1 0.48
O 1.696102 -0.027396 3.980719 0.4 0.3 -0.3 -0.94
H -2.176056 -3.010367 1.051075 0.0 -0.1 0.0 0.46
H -1.429184 -2.774617 2.282268 0.0 -0.3 -0.4 0.50
O -2.185213 -3.316454 1.964704 0.0 0.1 0.3 -0.99
H -2.036041 3.556246 1.463403 0.1 -0.2 0.1 0.47
H -1.169821 2.795566 0.454927 0.1 -0.2 0.1 0.48
O -1.631141 3.621117 0.598100 -0.5 0.9 -0.5 -0.95
H 0.335623 -3.146862 -0.717763 -0.2 0.1 0.2 0.46
H 0.491043 -1.772159 0.130889 -0.8 -1.4 0.3 0.49
O 0.794998 -2.306988 -0.764217 0.8 0.6 -0.5 -1.10
H 2.297343 -4.338713 -1.626093 0.2 -0.2 -0.2 0.46
H 2.646629 -2.965777 -1.285148 0.0 0.0 -0.2 0.50
O 3.027303 -3.725461 -1.765494 -0.2 0.1 0.3 -0.97
H 0.825939 4.193586 0.624160 -0.3 -0.3 -0.4 0.48
H 0.997449 2.621950 0.443520 -0.1 0.2 -0.3 0.48
O 1.133973 3.377953 1.021817 0.7 -0.1 0.8 -0.96
H 2.835320 -0.603418 -1.024765 -0.2 -0.2 0.1 0.47
H 2.332873 -1.076518 0.355278 0.0 0.0 -0.3 0.49
O 2.885184 -0.412175 -0.084420 0.1 0.2 0.3 -0.96
```
Positions in Å, forces in eV/Å.

## Properties
**Net charge**: -1
**Spin multiplicity**: 1
**Energy above the lowest of the compared OMol25 structures with the same formula, charge and spin**: 54.5 kcal per mole
**HOMO energy**: -5.0 eV
**DFT total energy**: -23477.501 eV
**HOMO-LUMO gap**: 7.92 eV